(1)
This record from the OMol25 dataset describes one molecule with the formula C5H11BO. The level of theory is ωB97M-V with the def2-TZVPD basis set.

```
! wB97M-V def2-TZVPD RIJCOSX def2/J DEFGRID3
* xyz 0 1
C -0.215 -0.381 -2.316
B -1.295 0.102 -1.301
O -1.031 0.753 -0.034
C 0.248 0.535 0.511
C 1.352 1.493 0.094
C 0.382 -0.365 1.521
C -0.720 -1.257 2.079
H -0.422 -0.151 -3.434
H -0.192 -1.445 -2.244
H 0.692 0.043 -2.004
H -2.405 0.304 -1.637
H 1.094 2.580 0.301
H 1.646 1.251 -1.008
H 2.262 1.291 0.656
H 1.424 -0.619 1.924
H -0.387 -2.173 2.330
H -0.864 -0.719 3.058
H -1.572 -1.240 1.505
*
```

Properties
- ΔE to the lowest compared entry with this formula, charge and spin: 0.602 eV
- SMILES string: CBO/C(C)=C\C
- Kohn-Sham gap: 9.57 eV
- E_HOMO: -0.3234 Eh
- Lowest unoccupied orbital energy: 0.77 eV

(2)
This record from the OMol25 dataset describes a 2-piece molecular cluster, C4H10N3 overall. The level of theory is ωB97M-V with the def2-TZVPD basis set.

```
! wB97M-V def2-TZVPD RIJCOSX def2/J DEFGRID3
* xyz 1 1
C 1.084 -0.051 -2.356
C -0.735 -1.305 1.620
C 1.528 -1.434 -0.435
C -0.576 0.994 0.948
N 1.664 -0.622 -1.419
N -0.811 1.282 -0.567
N -0.155 -0.381 0.988
H 0.448 0.903 -2.054
H 1.481 -0.121 -3.439
H -1.438 -1.032 2.335
H -0.353 -2.362 1.549
H 0.746 -2.204 -0.380
H 2.293 -1.587 0.374
H 0.139 1.733 1.091
H -1.502 1.326 1.565
H -1.512 1.998 -0.642
H -1.344 0.464 -0.862
*
```

Properties
- ΔE to the lowest compared entry with this formula, charge and spin: 4.676 eV
- Kohn-Sham gap: 9.30 eV
- E_HOMO: -0.5157 Eh
- Lowest unoccupied orbital energy: -4.74 eV

(3)
This record from the OMol25 dataset describes C12H14N2PSTi as an isolated structure. The level of theory is ωB97M-V with the def2-TZVPD basis set.

```
! wB97M-V def2-TZVPD RIJCOSX def2/J DEFGRID3
* xyz 1 1
C -1.254 -2.528 -0.553
C -0.692 -3.797 -0.615
C 0.552 -4.113 -1.189
C 1.496 -3.133 -1.495
C 1.348 -1.783 -1.165
Ti 0.096 -1.361 0.247
P -2.291 -0.634 1.368
H -2.332 -2.427 -0.408
H -1.282 -4.685 -0.336
H 0.754 -5.161 -1.428
H 2.095 -1.077 -1.557
H 2.393 -3.476 -2.016
H -2.466 -0.243 2.751
H -3.226 -1.702 1.406
H -3.102 0.283 0.609
N 0.266 0.433 -2.685
C 0.636 1.088 -1.571
N 0.373 0.636 -0.332
C 0.545 1.681 0.613
C 0.033 1.675 1.902
C -0.002 2.906 2.584
C 0.586 4.064 2.050
C 1.144 4.035 0.767
C 1.008 2.867 0.031
S 1.346 2.683 -1.685
H 0.587 0.800 -3.576
H -0.091 -0.514 -2.571
H -0.397 0.739 2.312
H -0.461 2.937 3.571
H 0.630 4.964 2.656
H 1.707 4.842 0.313
*
```

Properties
- Kohn-Sham gap (spin up / spin down): 6.79 / 6.79 eV
- E_HOMO (spin up / spin down): -0.3960 / -0.3961 Eh
- Lowest unoccupied orbital energy (spin up / spin down): -3.99 / -3.99 eV

(4)
This record from the OMol25 dataset describes a 5-piece molecular cluster, C4H18N2O4 overall. The level of theory is ωB97M-V with the def2-TZVPD basis set.

```
! wB97M-V def2-TZVPD RIJCOSX def2/J DEFGRID3
* xyz 0 1
N -2.924 -1.132 -2.005
C -1.711 -0.640 -1.660
C -1.146 0.571 -1.743
C 0.280 0.796 -1.540
C 0.573 2.141 -0.850
N -0.199 2.612 0.296
H -3.640 -0.360 -2.027
H -3.156 -2.067 -1.693
H -1.094 -1.343 -1.228
H -1.717 1.502 -1.802
H 0.851 0.709 -2.517
H 0.795 -0.068 -0.899
H 0.617 3.004 -1.609
H 1.573 1.991 -0.529
H -1.130 2.336 0.276
H 0.122 2.499 1.231
O 2.076 1.589 1.851
H 3.010 1.562 1.802
H 1.612 0.764 1.358
O 0.740 -3.351 0.949
H 0.012 -3.642 0.376
H 0.383 -3.651 1.815
O 2.336 -0.720 0.751
H 3.147 -0.775 0.200
H 1.780 -1.372 0.299
O -1.273 -1.340 2.956
H -1.226 -0.717 3.658
H -0.689 -0.900 2.282
*
```

Properties
- ΔE to the lowest compared entry with this formula, charge and spin: 2.007 eV
- SMILES string: N/C=C/CCN.O.O.O.O
- Kohn-Sham gap: 8.08 eV
- E_HOMO: -0.2878 Eh
- Lowest unoccupied orbital energy: 0.24 eV

(5)
This record from the OMol25 dataset describes C7H11N as an isolated structure. The level of theory is ωB97M-V with the def2-TZVPD basis set.

```
! wB97M-V def2-TZVPD RIJCOSX def2/J DEFGRID3
* xyz 0 1
C 0.208 -0.174 1.738
C 0.638 0.302 -0.585
C -0.407 0.402 0.544
C -0.004 -0.934 -0.022
C 1.982 0.961 -0.377
C -1.671 1.179 0.405
C -0.618 -1.989 -0.836
N 0.683 -1.275 1.258
H 0.341 0.360 2.649
H 0.161 0.517 -1.484
H 2.417 0.727 0.610
H 1.628 2.070 -0.417
H 2.708 0.675 -1.107
H -1.677 1.485 -0.565
H -1.698 2.085 0.907
H -2.524 0.536 0.567
H -1.371 -2.729 -0.355
H 0.263 -2.608 -1.178
H -1.058 -1.589 -1.752
*
```

Properties
- ΔE to the lowest compared entry with this formula, charge and spin: 3.651 eV
- Kohn-Sham gap: 9.67 eV
- E_HOMO: -0.3210 Eh
- Lowest unoccupied orbital energy: 0.93 eV

(6)
This record from the OMol25 dataset describes one molecule with the formula C20H23N3O3. The level of theory is ωB97M-V with the def2-TZVPD basis set.

```
! wB97M-V def2-TZVPD RIJCOSX def2/J DEFGRID3
* xyz 0 1
C 7.078 -3.253 0.050
O 5.887 -3.894 0.436
C 4.699 -3.344 0.062
C 4.559 -2.172 -0.674
C 3.295 -1.703 -0.989
C 2.157 -2.384 -0.582
C 0.792 -1.922 -0.992
O 0.155 -2.514 -1.847
N 0.316 -0.827 -0.362
C 0.987 -0.075 0.670
C 1.258 1.355 0.198
C -0.027 2.037 -0.281
C -0.976 2.339 0.878
O -0.843 1.910 2.005
N -1.975 3.188 0.534
C -3.154 3.322 1.353
C -4.323 2.582 0.749
C -5.505 2.397 1.459
C -6.539 1.703 0.855
C -6.359 1.219 -0.433
C -5.147 1.461 -1.056
N -4.156 2.126 -0.485
C -0.736 1.147 -1.316
C -0.952 -0.256 -0.754
C 2.302 -3.567 0.137
C 3.555 -4.037 0.463
H 7.171 -3.199 -1.040
H 7.885 -3.865 0.449
H 7.148 -2.245 0.471
H 5.421 -1.618 -1.009
H 3.198 -0.796 -1.569
H 1.920 -0.570 0.942
H 0.340 -0.034 1.552
H 1.688 1.923 1.024
H 1.978 1.337 -0.624
H 0.229 2.995 -0.749
H -2.126 3.379 -0.445
H -2.913 2.911 2.338
H -3.409 4.382 1.471
H -5.603 2.785 2.462
H -7.469 1.538 1.379
H -7.138 0.669 -0.937
H -4.949 1.109 -2.060
H -1.702 1.569 -1.599
H -0.113 1.077 -2.211
H -1.394 -0.913 -1.506
H -1.613 -0.210 0.119
H 1.422 -4.114 0.439
H 3.681 -4.949 1.025
*
```

Properties
- ΔE to the lowest compared entry with this formula, charge and spin: 1.091 eV
- SMILES string: COc1ccc(C(=O)N2CCC(C(=O)NCc3ccccn3)CC2)cc1
- Kohn-Sham gap: 9.16 eV
- E_HOMO: -0.3087 Eh
- Lowest unoccupied orbital energy: 0.76 eV

(7)
This record from the OMol25 dataset describes C15H26MnN5O2P2S as an isolated structure. The level of theory is ωB97M-V with the def2-TZVPD basis set.

```
! wB97M-V def2-TZVPD RIJCOSX def2/J DEFGRID3
* xyz 3 2
Mn -0.167 -0.260 -0.161
C 3.368 -0.357 0.251
P 2.025 0.393 -0.708
C 2.463 0.137 -2.450
C 2.259 2.192 -0.413
C 1.201 3.097 -1.060
P -0.408 3.217 -0.273
C -0.271 3.607 1.460
C -1.424 4.385 -1.145
H 4.331 0.061 -0.046
H 3.410 -1.434 0.079
H 3.214 -0.169 1.313
H 3.425 0.595 -2.685
H 1.700 0.558 -3.106
H 2.534 -0.930 -2.664
H 3.236 2.475 -0.813
H 2.312 2.351 0.668
H 1.029 2.855 -2.113
H 1.553 4.136 -1.051
H 0.527 4.343 1.586
H -0.017 2.722 2.045
H -1.208 4.026 1.825
H -0.986 5.381 -1.036
H -2.423 4.399 -0.707
H -1.481 4.136 -2.205
C 1.330 -5.066 1.390
C 1.124 -3.772 2.075
N 1.305 -3.523 3.330
N 0.985 -2.213 3.504
C 0.611 -1.621 2.385
S 0.107 -0.016 2.052
N 0.699 -2.594 1.452
N 0.354 -2.358 0.110
H 1.646 -5.798 2.130
H 2.106 -4.994 0.626
H 0.408 -5.421 0.926
H 1.041 -1.807 4.429
H -0.408 -2.996 -0.126
H 1.147 -2.621 -0.474
O -2.895 2.217 0.725
C -2.353 1.440 0.018
O -1.059 1.723 -0.508
C -2.832 0.125 -0.466
C -4.143 -0.211 -0.186
C -4.649 -1.367 -0.776
C -3.819 -2.118 -1.599
C -2.491 -1.736 -1.761
N -1.989 -0.633 -1.200
H -4.750 0.430 0.439
H -5.676 -1.664 -0.610
H -4.185 -3.001 -2.105
H -1.815 -2.321 -2.372
*
```

Properties
- ΔE to the lowest compared entry with this formula, charge and spin: 0.000 eV
- Kohn-Sham gap (spin up / spin down): 8.22 / 8.41 eV
- E_HOMO (spin up / spin down): -0.6549 / -0.6655 Eh
- Lowest unoccupied orbital energy (spin up / spin down): -9.60 / -9.70 eV

(8)
This record from the OMol25 dataset describes a 2-piece molecular cluster, C20H35N6O5 overall. The level of theory is ωB97M-V with the def2-TZVPD basis set.

```
! wB97M-V def2-TZVPD RIJCOSX def2/J DEFGRID3
* xyz 1 1
O 3.954 0.252 3.560
O -4.534 0.847 2.045
O 0.173 -4.712 -1.316
O 1.893 -0.086 -0.896
O -5.284 0.570 -0.087
C 3.757 -0.641 2.744
C -4.335 0.869 0.840
C -0.928 -4.426 -1.754
C 1.931 0.840 -0.101
C 5.630 2.457 2.420
C 4.910 2.672 1.278
C 5.328 4.642 2.200
N 5.880 3.694 2.987
N 0.984 1.782 -0.158
N -1.794 -5.375 -2.215
N -1.052 -0.030 -1.723
N 3.390 -0.397 1.485
N 4.730 4.039 1.151
C 3.930 -2.089 3.141
C 0.791 2.925 0.735
C -6.498 0.897 -2.124
C -5.205 1.192 -1.375
C -2.884 1.211 0.470
C -2.872 -4.762 -2.966
C -2.923 -3.335 -2.404
C -2.007 -0.055 0.520
C -1.406 -2.192 -0.655
C -1.484 -3.028 -1.946
C -1.954 -0.774 -0.831
C 4.330 1.608 0.370
C 3.063 0.934 0.943
H 5.907 1.490 2.828
H 5.357 5.714 2.386
H 6.374 3.848 3.863
H 0.260 1.603 -0.847
H -1.381 -6.255 -2.510
H -0.075 -0.251 -1.494
H -1.234 -0.278 -2.697
H 3.238 -1.193 0.878
H 4.250 4.501 0.387
H 4.191 -2.142 4.197
H 4.722 -2.543 2.548
H 2.996 -2.625 2.977
H -0.069 3.507 0.396
H 1.671 3.567 0.734
H 0.590 2.578 1.751
H -6.630 -0.182 -2.245
H -7.355 1.297 -1.572
H -6.474 1.361 -3.115
H -5.084 2.276 -1.270
H -4.360 0.803 -1.951
H -2.809 1.700 -0.502
H -2.515 1.926 1.211
H -3.825 -5.282 -2.817
H -2.636 -4.751 -4.036
H -3.610 -3.310 -1.551
H -3.275 -2.619 -3.153
H -2.397 -0.731 1.290
H -0.992 0.212 0.823
H -1.971 -2.707 0.131
H -0.364 -2.138 -0.321
H -0.923 -2.544 -2.751
H -2.966 -0.830 -1.247
H 4.087 2.073 -0.587
H 5.095 0.855 0.164
H 2.691 1.540 1.769
*
```

Properties
- Kohn-Sham gap: 7.90 eV
- E_HOMO: -0.4039 Eh
- Lowest unoccupied orbital energy: -3.09 eV

(9)
This record from the OMol25 dataset describes C7H9N as an isolated structure. The level of theory is ωB97M-V with the def2-TZVPD basis set.

```
! wB97M-V def2-TZVPD RIJCOSX def2/J DEFGRID3
* xyz 0 1
C 0.102 0.670 -0.512
C 1.406 0.179 -0.902
C 1.440 -0.977 0.255
C -0.088 -1.152 0.675
C -0.768 -0.291 -0.181
C -2.049 -0.298 -0.318
C -3.238 -0.131 -0.169
H 0.411 1.236 1.666
H 0.304 2.580 0.789
H -0.429 1.315 -1.297
H 1.388 -0.513 -1.930
H 2.641 0.778 -0.937
H 1.715 -0.626 1.252
H 1.922 -1.921 -0.139
H -0.277 -2.079 1.254
H -4.373 -0.403 -0.253
N -0.107 1.631 0.749
*
```

Properties
- ΔE to the lowest compared entry with this formula, charge and spin: 7.474 eV
- Kohn-Sham gap: 8.80 eV
- E_HOMO: -0.3068 Eh
- Lowest unoccupied orbital energy: 0.45 eV

(10)
This record from the OMol25 dataset describes C7H16ClNO4P as an isolated structure. The level of theory is ωB97M-V with the def2-TZVPD basis set.

```
! wB97M-V def2-TZVPD RIJCOSX def2/J DEFGRID3
* xyz -1 1
C -3.604 1.527 -1.534
O -2.534 0.532 -1.865
C -1.255 1.261 -1.708
C -0.325 0.383 -0.685
C -0.779 0.397 0.880
C -0.247 -0.787 1.831
C 1.333 -1.155 1.852
O 2.257 -0.172 2.402
C 2.391 1.063 1.652
O 1.955 2.198 2.270
P 1.975 -2.036 0.236
N 3.281 -3.195 0.689
O 2.718 -0.921 -0.861
H -3.405 2.042 -0.478
H -4.657 0.999 -1.443
H -3.593 2.301 -2.423
H -0.704 1.240 -2.764
H -1.373 2.389 -1.421
H -0.368 -0.752 -1.047
H 0.778 0.820 -0.756
H -1.972 0.381 0.905
H -0.488 1.439 1.384
H -0.589 -0.565 2.952
H -0.833 -1.785 1.538
H 1.395 -2.064 2.634
H 2.839 1.232 0.585
H 4.178 -2.679 0.466
H 3.239 -3.942 -0.061
H 2.129 -0.780 -1.659
Cl -3.742 0.627 -3.571
*
```

Properties
- ΔE to the lowest compared entry with this formula, charge and spin: 2.225 eV
- Kohn-Sham gap: 4.47 eV
- E_HOMO: -0.0789 Eh
- Lowest unoccupied orbital energy: 2.32 eV

(11)
This record from the OMol25 dataset describes a 6-piece molecular cluster, C52H63BF5N5O19S overall. The level of theory is ωB97M-V with the def2-TZVPD basis set.

```
! wB97M-V def2-TZVPD RIJCOSX def2/J DEFGRID3
* xyz 0 1
C -5.942 -2.476 2.248
C -4.987 -2.872 0.971
O -5.232 -2.089 -0.250
C -5.195 -2.917 -1.465
C -4.457 -2.229 -2.756
C -3.195 -1.247 -2.398
C -2.135 -1.843 -1.298
C -0.846 -2.633 -1.929
C 0.612 -2.182 -1.290
O 1.101 -1.026 -1.825
O 1.453 -2.900 -0.372
C 1.174 -2.726 1.061
C 1.728 -1.344 1.730
C 1.134 0.064 1.166
C 0.924 1.138 2.410
C -0.251 2.221 1.925
C 0.465 3.201 0.815
C -0.451 4.546 0.453
C 0.555 5.815 0.124
C 0.415 6.390 -1.410
O 1.725 6.425 -2.115
C 1.488 6.371 -3.593
C 2.301 5.316 -4.569
O 0.596 7.202 -4.191
C -0.286 -3.259 1.562
B -1.127 -2.290 2.580
O -1.309 -2.465 4.034
O -1.843 -1.115 1.969
S 2.395 -4.033 1.782
O 3.871 -3.736 1.340
O 2.007 -5.356 1.010
C 2.182 -4.383 3.584
F 1.517 -3.355 4.403
F 1.337 -5.631 3.700
C 3.668 -4.847 4.196
F 4.646 -3.739 4.262
F 3.385 -5.483 5.534
F 4.105 -5.990 3.318
H -5.394 -1.646 2.895
H -5.970 -3.441 2.947
H -7.020 -2.116 1.968
H -5.053 -4.035 0.837
H -3.868 -2.631 1.309
H -4.697 -3.981 -1.314
H -6.326 -3.151 -1.769
H -5.280 -1.543 -3.282
H -4.199 -3.062 -3.553
H -3.632 -0.251 -1.951
H -2.672 -0.964 -3.422
H -1.694 -0.901 -0.715
H -2.613 -2.532 -0.478
H -0.786 -2.357 -3.088
H -0.946 -3.815 -1.902
H 2.899 -1.320 1.489
H 1.674 -1.295 2.909
H 1.874 0.561 0.373
H 0.114 -0.068 0.602
H 0.506 0.511 3.332
H 1.911 1.683 2.738
H -1.139 1.614 1.463
H -0.617 2.798 2.904
H 1.464 3.600 1.312
H 0.657 2.648 -0.214
H -1.160 4.853 1.358
H -1.085 4.367 -0.527
H 1.677 5.517 0.277
H 0.249 6.677 0.862
H 0.029 7.514 -1.383
H -0.340 5.780 -2.071
H 2.572 5.841 -5.599
H 1.635 4.371 -4.817
H 3.315 5.023 -4.036
H -1.045 -3.517 0.675
H -0.186 -4.304 2.134
H -1.987 -1.785 4.322
H -1.841 -0.341 2.630
O 6.477 1.732 4.825
N 7.626 1.398 4.501
O 8.593 2.172 4.452
C 7.855 -0.007 4.144
C 6.782 -0.908 4.149
C 7.002 -2.238 3.786
C 8.282 -2.663 3.427
C 9.351 -1.766 3.433
C 9.143 -0.433 3.792
H 5.778 -0.593 4.426
H 6.174 -2.944 3.780
H 8.447 -3.700 3.139
H 10.346 -2.105 3.155
H 9.986 0.255 3.789
O -0.683 9.758 1.717
N -1.064 9.743 0.537
O -1.603 8.772 -0.014
C -0.859 10.956 -0.263
C -0.221 12.065 0.309
C -0.007 13.208 -0.465
C -0.432 13.243 -1.794
C -1.077 12.141 -2.357
C -1.294 10.991 -1.595
H 0.117 12.054 1.343
H 0.494 14.071 -0.032
H -0.258 14.134 -2.394
H -1.408 12.177 -3.393
H -1.796 10.140 -2.050
O 5.026 4.165 -5.745
N 4.814 3.870 -6.931
O 4.851 4.677 -7.872
C 4.492 2.472 -7.241
C 4.402 1.534 -6.204
C 4.071 0.211 -6.502
C 3.837 -0.171 -7.825
C 3.938 0.764 -8.857
C 4.265 2.090 -8.570
H 4.581 1.815 -5.168
H 3.992 -0.523 -5.704
H 3.574 -1.202 -8.052
H 3.757 0.458 -9.885
H 4.337 2.807 -9.386
O 1.175 -12.155 7.412
N 0.793 -12.170 6.233
O 0.255 -13.141 5.682
C 0.998 -10.957 5.433
C 1.637 -9.848 6.004
C 1.851 -8.705 5.231
C 1.426 -8.671 3.902
C 0.780 -9.772 3.338
C 0.563 -10.922 4.101
H 1.974 -9.860 7.039
H 2.352 -7.842 5.664
H 1.600 -7.779 3.301
H 0.449 -9.736 2.303
H 0.062 -11.773 3.646
O -8.754 -3.562 -1.685
N -8.803 -2.417 -1.211
O -8.409 -2.109 -0.077
C -9.370 -1.354 -2.050
C -9.862 -1.664 -3.325
C -10.423 -0.654 -4.109
C -10.486 0.654 -3.624
C -9.986 0.962 -2.358
C -9.425 -0.041 -1.564
H -9.820 -2.678 -3.717
H -10.813 -0.886 -5.097
H -10.929 1.437 -4.236
H -10.036 1.984 -1.988
H -9.043 0.215 -0.578
*
```

Properties
- SMILES string: CCOCCCCCC(=O)O[C@@](CCCCCCCCOC(C)=O)(CB(O)O)S(=O)(=O)C(F)(F)C(F)(F)F.O=[N+]([O-])c1ccccc1.O=[N+]([O-])c1ccccc1.O=[N+]([O-])c1ccccc1.O=[N+]([O-])c1ccccc1.O=[N+]([O-])c1ccccc1
- Kohn-Sham gap: 8.75 eV
- E_HOMO: -0.3570 Eh
- Lowest unoccupied orbital energy: -0.97 eV